*a*
Density functional theory data (the ωB97M-V functional and the def2-TZVPD basis) for C43H85CsN6O4P2 as an isolated structure.

## Properties
**Molar mass**: 945.04 g mol⁻¹
**LUMO level**: 0.108 eV
**Total charge**: 0

Atoms and positions in Å:
1 H 5.5001 -0.7024 -5.8679
2 H 5.2148 2.4038 -1.0728
3 C -5.4272 -0.0698 1.4286
4 C -3.8044 -4.3368 0.8552
5 C -1.6774 2.5290 3.5601
6 C -1.4961 2.3717 0.2012
7 H 1.7521 -4.6292 -0.8794
8 O 3.3435 -0.4504 -3.3887
9 H -7.7370 1.5718 3.0426
10 N 0.2348 -3.4286 -0.1710
11 H 2.9005 1.7215 0.5744
12 H 3.2089 3.9629 3.4104
13 H -8.2494 1.5351 1.3604
14 C 4.3665 2.7020 -0.4470
15 H 5.6855 -1.9990 -3.7966
16 C -4.1629 2.3275 1.0483
17 H -4.8186 -3.6061 3.2851
18 C -7.5924 1.0553 2.0903
19 H -4.3302 -5.1113 1.4199
20 H 3.5321 2.0619 -2.8993
21 H -3.5517 -3.6548 -2.0059
22 C 3.6065 -0.5127 -4.7915
23 H 3.9038 4.3850 -1.6486
24 O 3.7624 -3.2213 -0.8454
25 H 5.1625 -3.1717 2.1611
26 C -3.1049 -2.6682 -2.1302
27 C 5.6433 -0.9144 -3.6778
28 P -3.2437 -1.6142 0.5064
29 N 3.7829 1.4870 0.1310
30 H 3.6860 -2.5643 3.9077
31 H 2.9936 0.2363 -5.2975
32 Cs 0.6739 -0.2206 0.0001
33 H 0.1743 5.4456 2.7884
34 H 1.2678 -3.3064 3.7142
35 C -5.4839 2.2929 1.4269
36 H 4.6324 -1.8341 1.1110
37 H 1.0465 -0.7993 -4.2988
38 H -1.5183 4.4053 -2.5467
39 H -2.5955 2.3790 -1.6299
40 H -2.0447 -2.7511 -1.8836
41 H -0.8215 -4.5217 -2.5150
42 C -0.6135 -1.6190 3.0590
43 H -2.4137 2.0078 5.5261
44 C -0.0051 -2.6547 -4.1056
45 H -0.7693 -3.4134 -0.0180
46 H -4.5178 -1.8646 3.1751
47 H 0.4359 -3.0815 -5.0125
48 N 1.6180 1.9502 -2.1064
49 H -0.8501 2.8156 5.5555
50 H -0.9595 -2.6595 3.0493
51 H -5.7360 -2.6066 -1.2340
52 H 1.4444 5.6578 -1.8185
53 H -3.4358 -0.6226 -1.5950
54 H 2.7910 2.3586 2.7988
55 C 0.0911 4.1979 0.4059
56 H -3.6849 3.2869 0.8986
57 H -2.3710 4.3100 2.5002
58 H -0.1209 6.3643 -2.2093
59 H -0.7664 0.4622 -3.1584
60 C -6.1523 1.0877 1.6526
61 C 3.9937 -3.8819 -2.0729
62 C -0.2361 4.6977 -0.8496
63 C -3.8064 -1.6077 -1.2801
64 C 0.4624 5.9104 -1.4078
65 C -1.4561 2.0895 5.0069
66 C 4.5273 -3.7613 0.2068
67 H 0.7150 -5.2283 -3.0028
68 H 3.2535 -1.1348 2.9405
69 C -4.1957 -2.8408 2.8147
70 C -3.3810 1.1482 0.8789
71 C -1.8272 2.8947 -1.0626
72 C 5.1005 -0.2711 -4.9510
73 C 1.0813 3.5405 3.4284
74 H -1.4420 -0.9625 -2.7659
75 H 1.1574 3.0807 4.4203
76 O 3.1201 -2.9538 1.9613
77 H 3.3251 -1.5033 -5.1691
78 H -7.9373 0.0281 2.2182
79 H 4.7865 0.4531 -2.2186
80 H 0.2608 -5.5347 -0.6090
81 H -3.1941 -2.4210 -3.1932
82 H -5.3256 -2.8392 0.9901
83 H -3.4618 3.7266 3.7539
84 H 0.6195 6.6679 -0.6380
85 H 1.4859 1.1890 -2.7628
86 H -6.0149 3.2310 1.5630
87 C -1.2229 4.0307 -1.5713
88 H -0.7996 -1.1861 4.0487
89 C 4.4170 -2.8681 1.4135
90 H 3.3293 -3.4351 -2.8110
91 C -4.2816 -2.9516 1.2905
92 H 1.5685 5.6110 3.8564
93 H -5.5196 -1.5114 -2.5919
94 H 5.0399 -3.7669 -2.3840
95 H 2.5564 3.8462 -0.6632
96 H 4.1807 -4.7742 0.4547
97 H 4.4533 -1.2402 -1.8486
98 N 0.7167 -3.1244 -2.9369
99 H 2.5326 3.7861 1.7948
100 C 2.4799 3.4054 2.8166
101 H -0.5110 -0.8593 -5.1373
102 H 2.5527 3.4700 -3.2784
103 H 6.6354 -0.5594 -3.4008
104 H -2.7341 -4.4602 1.0488
105 C 0.2721 -4.4092 -2.4254
106 N -2.0452 1.1818 0.6469
107 H 4.7669 3.3772 0.3219
108 H 1.5160 -1.8064 4.6332
109 C 2.7856 2.7449 -2.4876
110 H -1.9918 4.5877 4.2013
111 H -2.3096 1.7801 3.0762
112 C -5.3098 -1.6432 -1.5262
113 H -1.1688 -1.0594 2.3065
114 H -0.9559 1.1199 5.0653
115 N -0.5646 -0.5207 -3.0156
116 C -4.0860 -0.0844 1.0331
117 H -1.0558 -2.9886 -4.0897
118 C -2.4096 3.8696 3.4967
119 C 4.5782 -0.5258 -2.6602
120 H 0.0149 5.1066 4.4993
121 H 5.3132 0.8004 -4.9515
122 O 0.7612 -1.5616 2.7295
123 P -0.0961 2.3511 2.5937
124 C -0.5205 3.0720 0.9594
125 H -5.9462 -1.0132 1.5531
126 H -3.1700 -2.9988 3.1571
127 H 3.7767 -4.9546 -1.9968
128 H 0.6966 -3.3937 0.7308
129 C 0.6676 -4.5781 -0.9609
130 H 0.8425 4.7310 0.9746
131 H 4.3865 1.1477 0.8723
132 H 0.7774 2.5204 -2.0892
133 H -3.9789 -4.5263 -0.2026
134 C 3.3792 3.4930 -1.2934
135 C 0.6817 5.0063 3.6453
136 H 5.5851 -3.8280 -0.0853
137 C 2.9998 -2.1854 3.1387
138 C 1.5805 -2.2563 3.6333
139 H -5.8290 -0.8551 -0.9818
140 H 0.6393 -2.4551 -2.1803
141 C 0.0129 -1.1378 -4.2153

Atom charges from the Mulliken analysis, given in e for atoms 1 to 2:
1. H 0.4222
2. H 0.4943

---

*b*
Density functional theory data (the ωB97M-V functional and the def2-TZVPD basis) for C43H85CsN6O4P2 as an isolated structure.

## Properties
**Molar mass**: 945.04 g mol⁻¹
**LUMO level**: 0.150 eV
**Total charge**: 0

Atoms and positions in Å:
1 H -0.3046 -1.3665 -3.2479
2 H -5.3154 3.6983 -0.6865
3 H -3.1630 -3.2810 -4.2466
4 C 3.3592 -0.9389 0.5442
5 H -6.0404 2.3133 1.0534
6 C -1.2143 4.1681 1.4071
7 H 0.3437 0.7028 3.8784
8 H 1.2172 -4.3895 -4.8823
9 C 0.7382 -2.9693 -0.5370
10 H -1.1098 2.2982 2.2464
11 H -6.5986 1.8592 -3.6390
12 H 3.5297 -4.5620 1.9641
13 C -4.7791 1.2229 -2.6029
14 H 7.7031 -1.9315 2.5333
15 C 6.1001 -0.9856 1.4368
16 H -1.0489 5.8961 0.1438
17 H 0.4362 -3.4060 3.9887
18 H 2.3197 -2.4380 -4.0390
19 H 0.6561 -5.5932 -3.7232
20 H 2.1974 3.7524 -0.6181
21 C -0.2808 -6.1052 0.6980
22 C 5.5616 -2.0302 0.6813
23 H 0.8758 4.8839 -1.7735
24 C 1.1653 -4.0894 3.5463
25 H -4.9103 2.9910 2.2463
26 H -4.8453 1.6179 -5.3303
27 C -4.7145 2.4389 -4.6219
28 H -1.8532 -1.3703 4.5250
29 O -1.0726 -0.3991 2.8821
30 C -5.6023 2.2275 -3.3969
31 H -4.2740 4.5360 0.4801
32 Cs -0.6778 0.0656 0.0815
33 N 0.6035 2.0686 -2.0908
34 C 1.6636 -1.9051 -0.7261
35 H 0.7243 -5.0898 3.5422
36 C -5.0179 2.2393 1.4526
37 H -4.1386 -0.6786 4.0848
38 N -1.1582 -0.8355 -3.1070
39 H 0.8996 -0.1904 2.4249
40 C 4.2583 -2.0078 0.2525
41 H 0.5931 -1.0597 3.9417
42 H -0.2996 -4.5942 -1.4789
43 P 0.0599 -3.2023 1.1525
44 H 6.0882 2.3738 0.6691
45 H -2.2884 4.0413 1.2940
46 H -0.4607 -4.3853 -4.3456
47 H 0.9630 1.2779 -2.6147
48 H 0.3170 -6.5352 1.5007
49 H -2.9492 -5.4233 0.6737
50 H -2.6235 -2.1482 -0.8680
51 C 1.5726 -3.6632 2.1362
52 C 0.3982 -3.7793 -1.6223
53 C 4.0283 2.7987 0.0883
54 H -4.7539 -2.0444 -2.8585
55 H -5.6700 0.6011 2.6662
56 H 2.6386 -4.5471 0.4461
57 H 5.8954 3.7580 -0.3994
58 O -3.6140 0.8096 2.7454
59 H 4.7533 2.5107 2.9379
60 H -5.7039 3.1631 -2.8435
61 C -0.0597 4.4422 -2.1460
62 H 1.9853 3.7071 3.4058
63 H 3.5979 0.3950 3.8391
64 H 1.1045 3.4713 -3.6429
65 H -4.9722 0.2042 -2.9586
66 H -0.4939 5.1860 -2.8232
67 C -4.3215 3.6953 -0.2226
68 C 3.6664 2.4005 2.9791
69 H -4.9416 1.2513 -1.5269
70 H -4.1648 -1.7222 -0.5242
71 H -3.5476 3.8162 -0.9757
72 H -3.0359 -0.6091 -3.9473
73 H 0.3565 2.8585 1.7457
74 H -1.0515 -6.8373 0.4416
75 H 3.4748 4.1498 4.2432
76 C 7.5143 -1.0278 1.9491
77 H -1.9228 -1.4932 -4.9907
78 C 1.8614 -2.5876 -3.0663
79 H -1.8952 0.4096 4.5953
80 N 2.0187 -1.0439 0.3020
81 H -2.2328 -4.4394 -0.5958
82 H 3.8866 1.6907 5.0087
83 H 3.8841 -2.8577 -0.3003
84 H 2.2110 -5.7030 1.7082
85 C -0.6500 4.8769 0.1858
86 C -3.3196 2.3893 -4.0062
87 C -2.2980 -4.5657 0.4865
88 H -2.5793 1.9623 -4.6893
89 H 2.0903 -2.7021 2.1979
90 H 4.0913 2.0999 -0.7556
91 H 5.6763 0.9177 2.2370
92 H 3.6840 4.4586 -1.2649
93 H -0.5653 2.9101 -3.5779
94 O -3.4131 1.5605 -2.8473
95 O -4.0835 2.4667 0.4330
96 H -3.4208 -1.2469 2.5555
97 H -1.1440 -4.8829 2.2147
98 H -1.0452 4.8055 2.2851
99 H 0.4408 4.9755 0.3217
100 H 8.2413 -1.0139 1.1328
101 C -3.3800 -0.4596 3.3229
102 C 2.1896 -1.7428 -2.0226
103 C 5.4488 3.2243 0.4440
104 C 3.9442 0.1766 1.2082
105 C 3.0727 3.7717 3.2996
106 N -0.6359 2.8349 1.5264
107 H -4.9073 3.3746 -5.1452
108 N -3.4622 -1.7297 -1.2555
109 H -4.2330 -3.5451 -2.1014
110 H -2.9750 3.3842 -3.7020
111 H 5.4602 3.9074 1.2974
112 C -2.7813 -2.6795 -3.4165
113 C -4.8217 0.8567 2.0175
114 H 7.7224 -0.1703 2.5906
115 H -2.7851 -3.6790 0.8974
116 H 2.2755 1.4567 4.3443
117 H -0.9734 0.1375 -3.3196
118 C 0.5703 -4.5457 -4.0187
119 P 3.0566 1.7684 1.3289
120 C -3.8964 -2.5387 -2.3912
121 C 0.2890 3.1999 -2.9614
122 H 6.1757 -2.8952 0.4468
123 H 2.0389 -4.1235 4.2012
124 H 3.2887 4.5106 2.5316
125 C 0.9481 -3.6237 -2.8891
126 C -2.0030 -0.4585 3.9299
127 H 1.3100 2.2983 -1.3972
128 H -4.7905 0.1364 1.1866
129 H 2.9099 -0.9459 -2.1785
130 H -1.9525 -3.2450 -2.9765
131 C 2.5375 -4.6790 1.5226
132 C 0.2575 -0.2292 3.3094
133 C -0.9314 -4.7876 1.1427
134 C -2.2373 -1.3529 -3.9473
135 N -0.9667 4.1613 -1.0425
136 C 3.3380 1.4208 4.1026
137 H 3.1858 4.7928 0.3853
138 H 0.3732 -5.9932 -0.1658
139 H -0.9608 3.1664 -0.8434
140 C 3.2269 4.0145 -0.3764
141 C 5.2695 0.0928 1.6631

Atom charges from the Mulliken analysis, given in e for atoms 1 to 2:
1. H -0.0069
2. H 0.2850

---

Result of the stability comparison: *a* is the most stable of them.